[1]
78
Properties=species:S:1:pos:R:3 method="wB97M-V/def2-TZVPD" energy_ha=-2970.307469 orbital_gap_ev=8.777 largest_force_ev_per_a=0.542 lumo_energy_ev=0.4 charge=0 molar_mass_g_mol=600.47 smiles="CC(=O)NCCCCP/C(Cl)=C(/C)Cl.O=C1CCCO1.O=C1CCCO1.O=C1CCCO1.O=C1CCCO1"
C 4.658 2.688 1.069
C 3.514 2.066 0.300
O 2.847 2.690 -0.494
N 3.261 0.740 0.638
C 2.095 0.092 0.032
C 0.861 0.282 0.920
C -0.468 -0.006 0.221
C -0.745 0.790 -1.062
P -0.625 2.599 -0.717
C -2.343 2.795 -0.122
Cl -3.649 2.612 -1.279
C -2.692 3.023 1.144
C -4.089 3.158 1.681
Cl -1.456 3.190 2.360
H 5.116 1.952 1.731
H 5.414 3.079 0.385
H 4.275 3.515 1.668
H 4.104 0.182 0.604
H 2.309 -0.979 -0.026
H 1.938 0.430 -0.994
H 0.849 1.290 1.349
H 0.953 -0.417 1.759
H -1.272 0.234 0.927
H -0.571 -1.077 0.017
H -0.078 0.485 -1.873
H -1.763 0.563 -1.394
H -0.883 3.064 -2.024
H -4.114 2.836 2.723
H -4.410 4.202 1.631
H -4.778 2.542 1.103
O -1.600 -0.808 3.119
C -1.629 -0.070 4.059
O -0.506 0.504 4.557
C -0.815 1.288 5.721
C -2.300 1.614 5.603
C -2.829 0.385 4.867
H -0.594 0.688 6.607
H -0.173 2.165 5.718
H -2.771 1.800 6.566
H -2.431 2.501 4.981
H -3.104 -0.424 5.547
H -3.668 0.589 4.206
O 1.060 -1.817 -2.475
C 0.133 -2.483 -2.838
O -1.123 -2.272 -2.381
C -2.021 -3.268 -2.905
C -1.347 -3.787 -4.169
C 0.131 -3.646 -3.811
H -2.148 -4.044 -2.147
H -2.982 -2.792 -3.086
H -1.653 -4.796 -4.433
H -1.580 -3.138 -5.011
H 0.520 -4.523 -3.289
H 0.773 -3.425 -4.659
O -2.556 -3.995 -7.278
C -2.863 -2.872 -7.548
O -2.054 -1.822 -7.264
C -2.703 -0.580 -7.596
C -3.763 -0.950 -8.629
C -4.137 -2.367 -8.197
H -3.139 -0.169 -6.683
H -1.947 0.106 -7.967
H -4.596 -0.251 -8.646
H -3.317 -0.972 -9.624
H -4.925 -2.375 -7.442
H -4.426 -3.021 -9.014
O 6.814 0.402 7.451
C 6.137 0.152 6.499
O 5.097 -0.716 6.557
C 4.519 -0.897 5.253
C 4.911 0.347 4.466
C 6.262 0.693 5.086
H 4.933 -1.810 4.818
H 3.445 -1.019 5.371
H 4.935 0.176 3.392
H 4.196 1.148 4.661
H 7.089 0.172 4.599
H 6.483 1.757 5.111


[2]
21
Properties=species:S:1:pos:R:3 method="wB97M-V/def2-TZVPD" energy_ha=-312.105784 orbital_gap_ev=8.556 largest_force_ev_per_a=0.469 lumo_energy_ev=0.4 relative_energy_kcal_mol=93.7 charge=0 molar_mass_g_mol=102.18
C -1.979 -0.903 -1.097
C -2.207 -0.787 0.368
C -2.740 0.537 0.767
C 0.659 0.332 0.899
C 1.628 -0.171 -0.157
C 2.846 0.737 -0.288
O 2.003 -1.482 0.238
H -2.758 -1.599 -1.452
H -1.041 -1.443 -1.282
H -2.018 0.016 -1.711
H -0.121 -0.420 1.078
H -3.826 0.337 0.836
H -2.599 1.384 0.073
H -2.443 0.815 1.784
H 1.183 0.496 1.848
H 0.195 1.274 0.584
H 1.105 -0.211 -1.130
H 3.362 0.798 0.676
H 2.550 1.746 -0.596
H 3.553 0.353 -1.034
H 2.646 -1.809 -0.403


[3]
12
Properties=species:S:1:pos:R:3 method="wB97M-V/def2-TZVPD" energy_ha=-269.192357 orbital_gap_ev=7.787 largest_force_ev_per_a=0.572 lumo_energy_ev=-0.3 relative_energy_kcal_mol=96.6 charge=0 molar_mass_g_mol=82.10
C -0.908 0.161 0.016
C -1.042 -1.373 -0.202
C 0.496 -1.579 -0.163
C 0.571 -0.147 0.011
C 1.650 0.665 0.125
O 1.562 1.985 0.265
H -1.299 0.542 0.969
H 0.623 2.235 0.263
H -1.268 0.798 -0.803
H -1.477 -1.668 -1.169
H -1.583 -1.926 0.580
H 2.676 0.306 0.108